Entry 1:
The following is a quantum chemistry calculation of an isolated ion of composition C2H2N3O and charge +1, from OMol25.

The value obtained for the HOMO energy (alpha / beta) is -16.81 / -17.26 eV. Its total charge is +1. The gap between HOMO and LUMO (alpha / beta) comes out at 0.3457 / 0.3407 Eh.

Last column: Mulliken charge in e.
CARTESIAN COORDINATES (ANGSTROEM)
O -0.767 1.251 -0.162  -0.0351
N -1.684 0.207 -0.143  -0.1685
N 0.086 -0.625 0.583  -0.2495
N 1.634 0.518 -0.120  -0.2554
C 1.188 -0.735 -0.234  0.1674
C 0.305 0.707 0.222  0.8495
H 1.567 -1.570 -0.807  0.3770
H -2.329 0.247 0.661  0.3146

Entry 2:
The following is a quantum chemistry calculation of C18H41Br6NO as an isolated structure, from OMol25.

The value obtained for the HOMO energy is -9.44 eV. Its total charge is 0. The gap between HOMO and LUMO comes out at 0.3343 Eh.

Last column: Mulliken charge in e.
CARTESIAN COORDINATES (ANGSTROEM)
Br -16.666 13.212 31.673  -0.0494
Br -12.173 11.712 25.559  -0.0014
Br -13.877 14.596 30.940  0.0214
Br -12.838 11.367 28.711  -0.0341
Br -12.227 14.305 27.482  0.0562
Br -13.931 11.639 32.356  -0.0540
O -15.001 13.232 23.871  -0.4696
N -16.454 10.934 24.650  -0.8102
C -17.068 12.194 24.160  0.3311
C -14.060 16.775 24.247  -1.0502
C -15.115 16.258 25.226  2.0155
C -16.011 14.562 27.861  0.2161
C -12.659 13.891 20.260  -0.8224
C -14.827 12.880 31.116  -0.0787
C -10.219 13.375 22.108  0.2196
C -13.000 12.530 27.130  0.4171
C -14.100 14.297 24.039  -1.2760
C -10.116 13.714 20.626  -0.7871
C -14.921 16.579 26.711  -0.2236
C -16.059 16.069 27.606  -0.9520
C -11.292 14.568 20.120  -0.4713
C -9.051 12.318 24.099  -1.0857
C -16.231 13.389 24.566  -0.6927
C -12.651 16.357 24.626  -0.7169
C -18.489 12.254 24.716  -1.4989
C -8.905 12.845 22.669  -0.6171
H -11.138 14.861 19.079  0.3269
H -14.832 12.344 30.179  0.0882
H -14.483 15.183 23.527  0.4438
H -12.864 13.568 21.282  -0.0235
H -12.620 15.262 24.640  0.1134
H -16.069 16.730 24.957  0.5947
H -13.978 16.132 27.046  -0.1045
H -9.533 11.339 24.104  0.2205
H -17.023 16.326 27.158  0.3130
H -8.562 12.021 22.041  0.3161
H -11.881 16.652 23.913  0.4032
H -14.047 12.742 26.966  -0.4671
H -12.391 16.716 25.621  0.3011
H -12.728 13.003 19.628  0.3559
H -14.347 16.372 23.269  0.4306
H -9.535 12.998 24.800  0.2396
H -15.459 10.976 24.434  0.2656
H -19.094 13.020 24.228  0.3681
H -8.182 13.662 22.697  0.3668
H -14.989 14.237 28.064  -0.3519
H -13.463 14.572 19.979  0.3419
H -9.203 14.289 20.452  0.3206
H -16.828 10.221 24.028  0.3005
H -13.115 14.000 23.682  0.3652
H -17.087 12.217 23.066  0.3880
H -16.020 16.614 28.551  0.3994
H -19.006 11.310 24.529  0.4074
H -10.474 14.264 22.702  -0.0577
H -11.315 15.519 20.663  0.2627
H -10.068 12.845 19.965  0.3318
H -16.712 14.349 24.337  0.4074
H -13.910 14.495 25.102  0.3142
H -14.165 17.852 24.083  0.4565
H -11.062 12.704 22.303  0.2231
H -15.279 15.186 25.083  -1.2966
H -18.460 12.359 25.800  0.3278
H -8.059 12.174 24.539  0.3872
H -16.629 14.374 28.740  0.2913
H -15.987 13.420 25.640  -0.5679
H -14.816 17.654 26.878  0.3580
H -16.387 13.986 27.014  0.2528

Entry 3:
The following is a quantum chemistry calculation of C5H11NOS as an isolated structure, from OMol25.

The value obtained for the HOMO energy is -9.15 eV. Its total charge is 0. The gap between HOMO and LUMO comes out at 0.3508 Eh.

Last column: Mulliken charge in e.
CARTESIAN COORDINATES (ANGSTROEM)
S 0.899 -2.671 -0.639  -0.2838
O 0.970 1.885 -1.213  -0.5958
N -0.804 0.171 -0.866  -0.2819
C 0.276 0.006 0.020  0.3330
C -2.128 0.495 -0.056  -0.6103
C 0.951 1.477 0.108  -0.3844
C 1.180 -1.120 0.143  0.0122
C 0.315 -0.760 1.363  -1.1918
H -2.598 -0.747 0.434  0.2266
H -1.624 1.237 1.214  0.2209
H 0.927 -2.189 -2.002  0.1167
H -0.288 -1.691 1.628  0.2709
H 1.954 1.513 0.728  0.2643
H 2.256 -1.060 0.146  0.3248
H 0.285 1.107 -1.529  0.5037
H -2.824 1.248 -0.989  0.2842
H -0.957 -0.602 -1.515  0.3343
H 0.361 2.209 0.789  0.1912
H 0.849 -0.509 2.236  0.2651

Entry 4:
The following is a quantum chemistry calculation of a 2-piece molecular cluster, C47H62N4P overall, from OMol25.

The value obtained for the HOMO energy is -8.71 eV. Its total charge is +1. The gap between HOMO and LUMO comes out at 0.1596 Eh.

Last column: Mulliken charge in e.
CARTESIAN COORDINATES (ANGSTROEM)
P -0.432 -1.086 -3.298  -0.0747
N 1.218 -1.331 -2.676  1.0424
N -0.140 0.640 -3.045  1.1217
N -2.188 4.986 4.312  0.1534
N 0.926 -3.656 5.345  0.0578
C -3.543 5.399 4.621  -0.6900
C -0.296 2.383 2.521  -0.2856
C 0.286 -3.375 -5.977  -1.5307
C -1.904 3.824 3.645  1.2176
C 1.811 -3.285 -3.978  1.0408
C -3.403 6.727 5.380  -0.6693
C -2.638 1.724 2.645  -1.0510
C 2.677 -5.161 5.929  -0.6567
C -0.650 0.472 -5.768  2.0946
C 0.454 1.075 -6.610  -1.4775
C 2.012 -3.481 0.893  -1.6105
C -0.272 -3.269 3.263  -0.8112
C -1.520 2.744 -1.252  1.7928
C -0.569 -0.595 4.060  -0.7053
C 2.405 -2.007 -6.050  -1.5393
C -0.126 -1.520 4.990  -0.8762
C -2.874 3.400 -4.773  -1.5893
C -0.568 3.541 3.236  -1.0228
C 1.709 -4.768 4.804  0.0574
C 2.385 -3.291 -1.610  0.0843
C 2.847 -5.227 -3.004  -1.5000
C -0.644 3.977 -0.982  -1.4154
C -1.324 1.466 2.255  0.8684
C -1.650 -0.337 -6.584  -1.5281
C 2.868 -4.596 -1.762  -0.6580
C -2.649 3.462 -3.400  -0.7003
C -2.940 2.910 3.306  -0.4774
C -1.103 1.616 -3.571  -0.6617
C -0.939 0.125 1.688  -1.1688
C -0.815 -0.971 2.733  0.6145
C -0.751 -2.327 2.355  -0.5080
C 1.290 -3.311 6.705  -0.8321
C -1.156 5.888 4.814  -0.6164
C 2.143 -4.482 7.200  -0.6791
C -1.925 7.144 5.272  -0.6653
C 1.817 -2.664 -2.734  -0.6503
C -2.836 2.864 -0.476  -1.0499
C -2.198 2.457 -5.540  -0.5399
C -1.746 2.589 -2.772  -0.0785
C 4.006 -2.280 0.043  -1.6367
C 1.274 -2.532 -5.184  2.7822
C 0.146 -2.846 4.566  0.7755
C 1.233 0.887 -3.215  -0.8672
C -1.345 1.541 -4.938  1.2393
C 2.348 -4.561 -4.118  -0.6457
C 2.532 -2.595 -0.242  1.4205
C 1.997 -0.213 -3.009  -0.1779
H -3.466 3.686 -0.856  0.3876
H 2.725 -6.249 6.025  0.3485
H -3.967 3.113 3.614  0.3702
H -0.618 5.410 5.668  0.2966
H 0.078 0.312 1.348  0.0381
H 2.547 -4.447 0.934  0.3053
H 0.292 3.938 -1.560  0.3021
H -0.534 -3.742 -5.342  0.3634
H -1.843 7.938 4.509  0.2876
H -2.642 3.074 0.582  0.0032
H 1.997 -1.511 -6.939  0.4087
H -0.978 1.843 -0.921  -0.3198
H 2.176 -2.980 1.857  0.4998
H 3.084 -0.263 -3.004  0.5750
H 0.826 -4.234 -6.390  0.3986
H 0.719 -1.627 -4.838  -1.8695
H -3.673 6.558 6.427  0.2878
H -4.140 5.532 3.698  0.3381
H 0.934 0.298 -7.216  0.3917
H -2.129 0.330 -7.309  0.4079
H -0.228 -4.333 2.994  0.3149
H 0.727 2.161 2.200  0.3506
H -0.705 0.444 4.366  0.2468
H 0.241 4.233 3.496  0.2904
H -0.147 -0.255 -5.086  -1.2329
H 3.045 -1.293 -5.511  0.2416
H -2.427 -0.781 -5.943  0.3555
H 0.392 -3.123 7.315  0.3575
H -1.128 -1.139 -7.118  0.3714
H -3.568 4.079 -5.261  0.3715
H 3.016 -2.862 -6.358  0.4196
H 1.492 -5.161 7.770  0.2949
H -1.051 -2.603 1.335  0.5281
H 1.948 -1.661 -0.280  0.0078
H 2.942 -4.111 7.846  0.3375
H 4.101 -1.721 0.982  0.4230
H 1.597 1.888 -3.419  0.6000
H -3.203 4.206 -2.819  0.3457
H -3.399 0.974 2.400  0.4647
H 3.270 -5.132 -0.902  0.3846
H 1.861 -2.365 6.722  0.4057
H -3.398 1.925 -0.525  0.3336
H 4.577 -3.217 0.154  0.3324
H -1.184 4.900 -1.251  0.3568
H 0.935 -3.689 0.798  0.2437
H -4.098 4.640 5.211  0.3070
H -0.388 4.038 0.081  0.3195
H 0.007 1.829 -7.268  0.4221
H -0.136 -2.784 -6.798  0.3553
H 0.056 -1.224 6.026  0.4301
H 2.362 -5.015 -5.108  0.3768
H 2.241 -4.481 3.874  -0.2519
H -0.398 6.074 4.023  0.2727
H 1.028 -5.593 4.529  0.2599
H -1.544 7.523 6.235  0.3381
H -4.103 7.463 4.974  0.3301
H 4.452 -1.694 -0.775  0.4085
H -2.322 2.396 -6.615  0.4290
H 3.242 -6.230 -3.128  0.3930
H -1.630 -0.158 0.844  0.3820
H 3.674 -4.763 5.681  0.3038
H 1.221 1.561 -5.992  0.2410

Entry 5:
The following is a quantum chemistry calculation of C4H6CaO as an isolated structure, from OMol25.

The value obtained for the HOMO energy (alpha / beta) is -16.67 / -16.68 eV. Its total charge is +2. The gap between HOMO and LUMO (alpha / beta) comes out at 0.2657 / 0.2654 Eh.

Last column: Mulliken charge in e.
CARTESIAN COORDINATES (ANGSTROEM)
Ca -1.261 -1.407 2.511  1.6391
O -0.719 -1.037 0.628  -0.6507
C -0.496 0.434 -0.453  -0.1573
C 0.926 0.608 -0.382  -0.0117
C -1.146 -0.902 -0.699  -0.2314
C 1.938 0.783 0.411  -0.6166
H 0.229 1.050 -1.513  0.2794
H 1.959 1.640 1.092  0.3531
H -2.238 -0.832 -0.780  0.2992
H -0.609 -1.543 -1.409  0.2864
H -1.115 1.283 -0.144  0.4479
H 2.532 -0.077 0.737  0.3626

Entry 6:
The following is a quantum chemistry calculation of one molecule with the formula C3H3NO3, from OMol25.

The value obtained for the HOMO energy is -10.37 eV. Its total charge is 0. The gap between HOMO and LUMO comes out at 0.3586 Eh. The structure (SMILES) is O=CNC(=O)C=O.

Last column: Mulliken charge in e.
CARTESIAN COORDINATES (ANGSTROEM)
O 0.316 -1.210 0.495  -0.5332
O 2.261 0.733 0.703  -0.4297
O -2.419 -1.711 0.404  -0.3787
N 0.070 0.754 -0.362  -0.2385
C -0.490 -0.373 0.089  0.7447
C -1.988 -0.645 0.056  -0.1549
C 1.562 0.334 -0.171  0.2033
H -2.641 0.164 -0.324  0.2745
H -0.429 1.578 -0.709  0.1969
H 1.892 -0.296 -1.010  0.3156

no.,E_tot (a.u.)
1,-316.332398
2,-16284.340751
3,-725.033099
4,-2388.272321
5,-907.994138
6,-396.542211